# C4H5NO3

One molecule with the formula C4H5NO3 (wB97M-V/def2-TZVPD, the OMol25 dataset).

CARTESIAN COORDINATES (ANGSTROEM)
C1 1.19114 -0.06864 0.28412
C2 1.51079 -1.43497 0.35149
C3 -0.27677 -2.90818 -0.52652
C4 -1.32117 2.22027 -0.06907
N1 0.00312 0.31403 0.01703
O1 -0.70407 -3.46690 -1.47166
O2 0.78104 -2.38952 -0.15674
O3 -0.04060 1.68884 0.21169
H1 1.76965 0.78856 0.70213
H2 2.09144 -1.96384 1.06072
H3 -1.19433 3.25618 0.14602
H4 -2.10292 1.76852 0.58198
H5 -1.70732 2.19564 -1.13118

Properties
E   -11855.085 eV
E_HOMO (spin up / spin down)   -8.018 / -8.198 eV
Multiplicity   1
Kohn-Sham gap (spin up / spin down)   7.38 / 8.15 eV
LUMO level (spin up / spin down)   -0.63 / -0.05 eV

Löwdin population analysis, charges in e, atoms 1 to 5:
1 C -0.1309
2 C -0.0920
3 C -0.2752
4 C -0.1070
5 N 0.0491

# C12H18F6Na2O9P

C12H18F6Na2O9P as an isolated structure (wB97M-V/def2-TZVPD, the OMol25 dataset).

CARTESIAN COORDINATES (ANGSTROEM)
Na1 -2.47897 2.28697 0.98994
Na2 1.64545 -0.52009 -3.36132
P1 -0.69215 0.66479 -1.29951
F1 -0.24918 1.72077 -2.43658
F2 -2.30413 1.14074 -1.59763
F3 -0.85281 -0.39236 -2.45911
F4 -1.24227 -0.62840 -0.43025
F5 0.84498 0.11744 -1.08516
F6 -0.50367 1.61000 -0.01787
C1 -0.05461 -1.01331 2.15358
C2 0.20490 -1.46164 3.63339
C3 1.34056 -0.82377 4.31514
O1 0.76519 -0.31949 5.50078
C4 -0.55592 -0.69246 5.57548
O2 -1.34040 -0.27201 6.41358
O3 -0.92664 -1.28428 4.44527
H1 -0.06070 0.07064 2.26806
H2 -0.87864 -1.58341 1.72456
H3 0.79760 -1.26468 1.52220
H4 0.51695 -2.50512 3.59027
H5 1.72339 -0.11349 3.58230
H6 2.15759 -1.51481 4.52257
C5 3.14674 1.58537 0.90789
C6 4.32155 1.76400 1.84623
C7 4.51223 3.15371 2.34485
O4 4.42037 3.21393 3.65021
C8 4.12724 2.03240 4.10897
O5 3.91254 1.84205 5.29546
O6 4.05081 1.15507 3.13593
H7 3.09707 2.10557 -0.04868
H8 2.28692 1.94330 1.47417
H9 2.97009 0.55728 0.59175
H10 5.30619 1.37385 1.58860
H11 3.68582 3.71775 1.91241
H12 5.44323 3.59760 1.99227
C9 -3.72482 -0.23696 -5.76093
C10 -3.20660 -1.69092 -5.60489
C11 -3.10685 -2.20929 -4.09258
O7 -4.40984 -2.67113 -3.94539
C12 -5.10974 -2.78464 -5.08711
O8 -6.23786 -3.22657 -5.18344
O9 -4.34498 -2.40630 -6.03819
H13 -3.01780 0.26758 -5.10239
H14 -4.63279 0.04805 -5.22947
H15 -3.76959 0.16994 -6.77115
H16 -2.29233 -1.97288 -6.12710
H17 -2.82384 -1.46466 -3.34859
H18 -2.46025 -3.08614 -4.05847

Properties
E   -65594.029 eV
E_HOMO (spin up / spin down)   -3.953 / -10.647 eV
Multiplicity   2
Kohn-Sham gap (spin up / spin down)   1.96 / 9.06 eV
⟨S²⟩   0.750
LUMO level (spin up / spin down)   -2.00 / -1.59 eV

Löwdin population analysis, charges in e, atoms 1 to 5:
1 Na 0.7298
2 Na 0.1882
3 P 0.2059
4 F -0.1419
5 F -0.2044

# C18H38O

One molecule with the formula C18H38O (wB97M-V/def2-TZVPD, the OMol25 dataset).

CARTESIAN COORDINATES (ANGSTROEM)
C1 8.29966 1.69501 -0.65199
C2 6.91584 2.33220 -0.60768
C3 6.18053 2.08799 0.71129
C4 5.88868 0.61972 1.02559
C5 4.96399 -0.04871 0.01051
C6 4.59028 -1.46459 0.44390
C7 3.79454 -2.23490 -0.61107
C8 2.43861 -1.62540 -0.97109
C9 1.46947 -1.55980 0.20703
C10 0.07758 -1.10582 -0.22732
C11 -0.88928 -1.03949 0.95302
C12 -2.27164 -0.49819 0.58513
C13 -3.07273 -1.44857 -0.30282
C14 -4.46244 -0.91326 -0.65185
C15 -5.40866 -0.87093 0.54686
C16 -6.85904 -0.57746 0.15911
C17 -7.07694 0.76397 -0.54090
C18 -6.67556 1.96479 0.31652
O1 -6.96645 3.19441 -0.30706
H1 -7.90632 3.21896 -0.51907
H2 -5.59670 1.98055 0.47958
H3 -7.17567 1.90377 1.29544
H4 -8.14033 0.85500 -0.78694
H5 -6.52127 0.79604 -1.47893
H6 -7.47238 -0.60475 1.06379
H7 -7.21445 -1.37075 -0.50334
H8 -5.06926 -0.12413 1.26455
H9 -5.38341 -1.84236 1.04759
H10 -4.35694 0.08649 -1.07596
H11 -4.90153 -1.55693 -1.41859
H12 -3.17252 -2.41363 0.20017
H13 -2.52636 -1.61440 -1.23303
H14 -2.15866 0.46173 0.07557
H15 -2.82556 -0.32075 1.50887
H16 -0.99767 -2.03647 1.38711
H17 -0.45599 -0.39297 1.72068
H18 -0.30239 -1.79961 -0.97926
H19 0.14821 -0.11881 -0.69101
H20 1.84881 -0.86651 0.95965
H21 1.39763 -2.54724 0.66990
H22 1.99090 -2.23738 -1.75887
H23 2.57995 -0.62405 -1.38127
H24 3.63356 -3.25320 -0.24743
H25 4.39570 -2.30306 -1.52163
H26 5.50905 -2.02115 0.64862
H27 4.02421 -1.42318 1.37607
H28 5.45498 -0.09679 -0.96306
H29 4.06195 0.55622 -0.09670
H30 6.82481 0.06223 1.08749
H31 5.41821 0.57057 2.01148
H32 5.23468 2.63553 0.68707
H33 6.77964 2.50372 1.52576
H34 7.02061 3.41192 -0.74190
H35 6.31613 1.95910 -1.43944
H36 8.81897 1.98424 -1.56312
H37 8.89521 2.01848 0.19930
H38 8.23182 0.61048 -0.63281

Properties
E   -21330.709 eV
E_HOMO   -10.180 eV
Multiplicity   1
Kohn-Sham gap   11.17 eV
LUMO level   0.99 eV

Löwdin population analysis, charges in e, atoms 1 to 5:
1 C -0.1126
2 C -0.2723
3 C -0.2280
4 C -0.2231
5 C -0.2199

# C6H11NO

C6H11NO as an isolated structure (wB97M-V/def2-TZVPD, the OMol25 dataset).

CARTESIAN COORDINATES (ANGSTROEM)
C1 0.39621 0.97686 0.44616
C2 -0.48578 0.72484 1.49916
C3 1.88147 0.80449 0.59316
C4 0.03035 -0.68674 -1.21477
C5 -0.42773 -1.58797 -0.31896
C6 0.34433 -0.23645 -2.39886
O1 -2.47559 -0.60366 -0.28506
N1 -1.53838 -1.43185 0.43584
H1 -3.30358 -0.81130 0.16296
H2 0.05790 1.62520 -0.35163
H3 0.27629 -2.29523 0.11366
H4 -0.05220 0.48449 2.46889
H5 -1.40785 1.29786 1.53171
H6 -1.05805 -0.49369 1.21992
H7 2.11978 -0.05186 1.22744
H8 2.31280 1.69299 1.06971
H9 2.38075 0.67037 -0.36626
H10 0.08539 -0.78532 -3.29924
H11 0.86389 0.70696 -2.53380

Properties
E   -9932.389 eV
E_HOMO   -8.480 eV
Multiplicity   1
Kohn-Sham gap   9.46 eV
LUMO level   0.98 eV

Löwdin population analysis, charges in e, atoms 1 to 5:
1 C -0.2179
2 C -0.1105
3 C -0.1004
4 C -0.1309
5 C -0.2025

# C10H32O7

C10H32O7 as an isolated structure (wB97M-V/def2-TZVPD, the OMol25 dataset).

CARTESIAN COORDINATES (ANGSTROEM)
C1 -0.66786 0.96504 -2.82797
C2 -2.15118 1.27213 -2.81715
C3 -2.58985 1.00001 -1.41050
O1 -1.40457 1.43987 -0.67012
C4 -0.24688 1.29432 -1.45229
H1 -0.05439 1.44318 -3.59163
H2 -0.65551 -0.11839 -2.94671
H3 -2.68455 0.66112 -3.54537
H4 -2.44373 2.28523 -3.09311
H5 -2.89347 -0.00650 -1.12268
H6 -3.42283 1.65146 -1.14616
H7 0.46710 0.52480 -1.15875
H8 0.18454 2.28660 -1.58403
C5 1.15186 1.53335 2.96449
O2 0.14687 1.17492 3.86014
H9 1.07571 2.52166 2.51111
H10 2.14297 1.50224 3.41706
H11 1.21867 0.77012 2.18917
H12 0.42777 1.34682 4.76189
C6 1.11855 0.08029 0.53343
O3 1.55272 -0.77443 -0.52316
H13 0.08961 0.30731 0.25444
H14 1.08136 -0.37852 1.52147
H15 1.44936 1.10599 0.37042
H16 1.81732 -0.29594 -1.31223
C7 -2.40004 -0.90375 0.51805
O4 -1.84728 -1.72589 -0.49028
H17 -3.22506 -0.34320 0.07847
H18 -2.67483 -1.51692 1.37631
H19 -1.59478 -0.29379 0.92743
H20 -0.95779 -1.97172 -0.22571
C8 2.33134 1.24465 -2.90841
O5 2.01470 -0.07640 -2.36276
H21 2.16539 1.99041 -2.13098
H22 3.34682 1.28766 -3.30219
H23 1.62884 1.46049 -3.71339
H24 2.15388 -0.70058 -3.07874
C9 0.47957 -2.72983 0.82570
O6 0.27264 -2.64170 -0.58723
H25 -0.47744 -2.90240 1.31809
H26 1.00987 -3.56188 1.28893
H27 1.06933 -1.84370 1.06037
H28 0.75436 -1.86696 -0.88609
C10 0.31254 -1.37946 3.23202
O7 -0.37328 -0.38267 2.59706
H29 0.09096 -1.45684 4.29646
H30 -0.10565 -2.30714 2.84135
H31 1.39077 -1.36790 3.07270
H32 -0.07445 0.39682 3.07106

Properties
E   -25208.191 eV
E_HOMO   -8.267 eV
Multiplicity   1
Kohn-Sham gap   8.58 eV
LUMO level   0.31 eV

Löwdin population analysis, charges in e, atoms 1 to 5:
1 C -0.1657
2 C -0.1538
3 C -0.1725
4 O -0.1080
5 C -0.2734